The following is a DFT calculation (ωB97M-V with the def2-TZVPD basis set) of 2 unconnected molecules or ions with the total composition CH3Cl2NO.

Cartesian coordinates (Å):
N 0.069 -0.481 -0.941
C 1.152 0.092 -0.789
H -0.362 -0.328 -1.818
Cl 1.913 1.463 -1.666
Cl 2.040 -0.260 0.621
H -1.089 0.203 1.944
H -1.909 -0.840 1.184
O -1.813 0.150 1.466

Computed properties:
total charge = 0
relative energy (zero: lowest compared OMol25 entry of this formula, charge and spin) = 34.6 kcal per mole
structure (SMILES) = N=C(Cl)Cl.O
lowest unoccupied orbital energy = 0.0177 Ha
highest occupied orbital energy = -11.108 eV
spin multiplicity = 1

***

The following is a DFT calculation (ωB97M-V with the def2-TZVPD basis set) of 2 unconnected molecules or ions with the total composition C4H13N4.

Cartesian coordinates (Å):
H 0.325 -0.763 -1.741
H -1.946 -0.636 1.817
N 1.212 -0.521 0.035
H 3.605 -0.932 1.007
N 3.266 0.024 0.799
H 0.653 2.071 -2.049
C 2.097 0.315 0.237
H -3.188 -0.886 -0.399
H -0.725 1.966 -1.022
C -0.980 -0.318 1.467
H -2.420 0.616 -0.760
C -1.127 -0.844 0.031
H 1.743 1.298 -0.013
H -0.853 0.765 1.403
C -2.283 -0.499 -0.763
H -2.254 -0.838 -1.787
N 0.103 -0.465 -0.727
H 3.754 0.741 1.235
N 0.254 1.796 -1.130
H -0.923 -1.998 0.215
H -0.313 -0.892 2.147

Computed properties:
total charge = +1
relative energy (zero: lowest compared OMol25 entry of this formula, charge and spin) = 138.0 kcal per mole
lowest unoccupied orbital energy (spin up / spin down) = -0.1975 / -0.1755 Ha
highest occupied orbital energy (spin up / spin down) = -14.232 / -13.376 eV
spin multiplicity = 1

***

The following is a DFT calculation (ωB97M-V with the def2-TZVPD basis set) of a gas-phase ion, CH3O2Si (charge -1).

Cartesian coordinates (Å):
O 2.521 -0.869 -1.073
H 0.821 -0.932 0.846
H 0.943 1.267 0.198
H -1.124 -0.381 -0.140
Si 0.371 -0.089 -0.293
O 1.059 -0.819 -2.917
C 1.378 -0.685 -1.743

Computed properties:
total charge = -1
relative energy (zero: lowest compared OMol25 entry of this formula, charge and spin) = 8.7 kcal per mole
structure (SMILES) = O=C([O-])[SiH3]
lowest unoccupied orbital energy = 0.1571 Ha
highest occupied orbital energy = -3.616 eV
spin multiplicity = 1

***

The following is a DFT calculation (ωB97M-V with the def2-TZVPD basis set) of C4H8O3 in the gas phase.

Cartesian coordinates (Å):
H -2.501 -0.994 -0.633
O 2.863 -0.569 0.799
H -2.904 -0.411 1.017
C -2.570 -0.113 0.021
O -0.896 0.954 -1.927
C 0.591 -0.186 0.460
H 0.277 -1.251 0.498
H -3.209 0.639 -0.414
H 3.739 -0.286 0.522
O -1.327 0.482 0.229
H 0.455 0.194 1.498
C 1.942 0.050 -0.062
H 2.060 1.142 -0.105
H 1.959 -0.348 -1.084
C -0.479 0.699 -0.818

Computed properties:
total charge = 0
relative energy (zero: lowest compared OMol25 entry of this formula, charge and spin) = 100.2 kcal per mole
structure (SMILES) = COC(=O)CCO
lowest unoccupied orbital energy = 0.0232 Ha
highest occupied orbital energy = -9.496 eV
spin multiplicity = 1

***

The following is a DFT calculation (ωB97M-V with the def2-TZVPD basis set) of a molecular structure, C10H24EuN4OP2S.

Cartesian coordinates (Å):
H -1.045 -3.000 -0.260
C 0.004 -3.238 -0.479
S 0.262 1.991 0.811
H -0.043 0.496 3.176
H 0.277 4.524 3.067
C -1.620 0.304 -2.350
H 0.704 -1.491 2.798
H 0.365 -1.523 -1.570
H -1.961 1.323 -2.113
H 1.186 -4.196 -2.005
H 1.287 5.234 0.928
C -2.412 -0.720 -1.511
H 2.868 1.392 -2.701
H 0.510 -3.276 1.632
N -1.974 -0.705 -0.139
C 0.558 3.454 1.422
H -0.298 2.916 3.248
C -1.844 -1.146 2.215
Eu -0.047 -0.126 -0.040
P -0.186 -0.573 2.344
C 0.812 0.765 -2.707
H 1.415 4.110 -0.368
H -0.334 -3.485 -2.608
N -0.199 0.155 -2.103
H -2.270 -1.725 -1.926
C -2.504 -1.139 0.981
H 1.737 -3.993 0.553
H -2.380 -1.470 3.101
H 2.745 1.756 0.288
H -3.467 -0.475 -1.487
H 0.601 0.987 -3.733
C 0.126 -4.012 -1.765
H -0.375 -4.977 -1.651
H -3.502 -1.479 0.843
H 0.213 -4.852 0.883
P 2.298 0.681 -0.403
N 0.152 3.631 2.647
N 1.119 4.307 0.607
C 2.042 1.017 -2.100
H -1.757 0.105 -3.409
C 0.657 -3.864 0.721
H 3.183 -0.321 -0.166
O 0.723 -1.997 -0.717

Computed properties:
total charge = +2
relative energy (zero: lowest compared OMol25 entry of this formula, charge and spin) = 164.1 kcal per mole
⟨S²⟩ = 15.793
lowest unoccupied orbital energy (spin up / spin down) = -0.2359 / -0.3501 Ha
highest occupied orbital energy (spin up / spin down) = -13.861 / -13.909 eV
spin multiplicity = 8

***

The following is a DFT calculation (ωB97M-V with the def2-TZVPD basis set) of 2 unconnected molecules or ions with the total composition C4H7NO.

Cartesian coordinates (Å):
H 0.370 0.888 2.684
C 0.937 0.584 1.781
H 0.597 -2.057 -0.263
C 1.389 -0.859 1.343
H -3.082 0.339 -1.717
O -2.142 0.393 -1.895
H -2.144 -0.098 -2.790
C 0.598 1.096 0.457
H 0.627 2.077 0.168
H -0.189 0.212 -1.320
H 1.934 -1.575 1.916
N 0.381 0.077 -0.460
C 0.722 -1.076 0.097

Computed properties:
total charge = 0
relative energy (zero: lowest compared OMol25 entry of this formula, charge and spin) = 76.3 kcal per mole
structure (SMILES) = c1cc[nH]c1.O
lowest unoccupied orbital energy = 0.0135 Ha
highest occupied orbital energy = -7.523 eV
spin multiplicity = 1

***

The following is a DFT calculation (ωB97M-V with the def2-TZVPD basis set) of a molecular structure, C52H44BF4N8PPb.

Cartesian coordinates (Å):
H 9.027 3.139 0.219
H 1.841 -3.849 2.039
F -1.281 4.736 0.533
H 4.247 -2.010 0.539
H -1.683 -4.423 3.755
H 8.430 1.467 -1.494
C -3.722 -0.050 -0.068
C 3.299 4.104 -0.949
C 1.845 4.010 0.965
H -1.084 -2.366 0.029
C -0.797 -0.679 2.966
C -3.730 2.172 -4.071
H -4.839 0.467 -4.742
H -0.623 2.054 -2.758
F -2.287 -3.625 1.022
C -1.555 1.705 -3.176
H -6.439 1.659 0.002
N -5.062 0.022 -0.040
C -0.794 -1.902 5.829
H 1.049 5.880 1.622
H -5.689 -0.764 -0.031
H -4.081 3.096 -0.035
H -0.963 -1.799 -7.882
H 2.188 7.185 -0.134
C 3.132 5.474 -1.010
H 1.373 3.435 1.747
C -0.452 -1.886 -3.332
H -3.159 -1.002 -0.076
N 3.750 -0.079 0.001
C 2.652 3.364 0.035
H 5.006 3.093 1.660
N 0.320 -2.510 2.472
C -1.178 -2.458 7.032
C -1.790 0.285 3.415
C -2.962 -0.126 4.049
C -2.543 2.612 -3.513
H 7.309 3.960 1.787
Pb -0.705 1.300 0.003
C -0.696 -1.811 -5.767
C -1.642 1.633 3.088
H -4.618 2.817 4.155
C -1.512 -3.888 4.676
F -0.383 4.614 -1.448
C -1.087 -2.364 -6.970
H -2.526 3.572 3.069
C -4.246 2.037 -0.044
C 8.018 2.760 0.163
C -1.717 -3.735 7.066
C 2.399 -0.186 0.072
C -5.417 1.340 -0.023
C 0.549 -1.553 1.524
C -1.407 -3.801 -4.618
C -2.651 2.539 3.353
N 0.387 -2.423 -2.396
H 3.626 6.042 -1.786
N -0.087 -0.439 1.836
H 5.605 -0.867 0.482
B -0.688 3.895 -0.348
H -2.004 -4.172 8.010
P 1.592 -1.833 0.052
H -1.059 -1.892 7.945
C -0.946 -2.615 4.638
C -0.758 -0.611 -2.890
C -1.796 -4.350 -5.828
C 4.679 -1.171 -0.006
H -2.238 -5.336 -5.851
C 2.846 1.919 0.068
H 6.136 0.611 -1.635
H 3.913 3.592 -1.676
H -2.347 -5.420 5.909
C -1.628 -3.640 -7.006
C -1.746 0.341 -3.381
C 4.057 1.254 -0.002
C -3.917 0.818 -4.303
H -4.862 0.455 4.823
H -3.097 -1.168 4.294
C -0.845 -2.527 -4.579
H 0.195 -4.512 1.895
H 0.954 -4.122 -3.432
C -1.896 -4.439 5.887
C 7.050 3.222 1.041
H -0.720 1.972 2.635
N -0.093 -0.377 -1.728
C 0.562 -1.490 -1.418
H 0.897 -4.216 3.498
N -3.207 1.159 -0.074
H -0.369 -0.910 5.796
H -1.924 -4.073 -7.951
C 5.416 1.778 0.020
C 2.327 6.115 -0.082
H -1.578 -4.337 -3.699
H 0.276 -4.419 -1.817
H -4.509 2.876 -4.324
H 4.900 -1.492 -1.026
H -2.377 3.663 -3.332
C -2.144 -2.725 -0.063
C 7.682 1.819 -0.797
C -0.536 -1.973 3.395
H -3.102 -1.149 -4.116
C 0.840 -3.846 2.474
F -2.105 -3.586 -1.191
C -3.816 2.119 3.969
C 6.390 1.330 -0.869
C 5.758 2.740 0.971
N 1.839 1.010 0.108
C -3.959 0.789 4.331
H 1.919 -3.767 -1.979
C -2.937 -0.094 -3.961
H -0.272 -0.819 -5.731
C 1.690 5.385 0.908
C 0.915 -3.757 -2.406

Computed properties:
total charge = 0
relative energy (zero: lowest compared OMol25 entry of this formula, charge and spin) = 23.4 kcal per mole
lowest unoccupied orbital energy = 0.0111 Ha
highest occupied orbital energy = -5.418 eV
spin multiplicity = 1

***

The following is a DFT calculation (ωB97M-V with the def2-TZVPD basis set) of a molecular structure, C34H54CdN2O3.

Cartesian coordinates (Å):
H 2.486 -1.351 5.296
H -4.261 -4.118 -0.638
H 3.495 -2.535 5.994
H -3.067 2.603 1.351
H 3.185 -0.013 -1.941
C -2.368 5.106 0.654
H -1.920 5.048 -4.620
C -1.793 -5.172 -0.388
N -2.410 -4.147 0.280
H -1.373 2.640 -5.849
H -3.703 6.213 -0.706
C 1.082 -1.243 1.290
C 5.493 -0.686 -0.676
C 3.609 -1.006 -2.208
C -2.771 4.400 -4.586
H 4.394 -0.845 -2.969
C -2.405 1.569 -0.417
H 3.480 -4.870 2.903
C 2.003 -0.911 0.223
H 3.895 -3.673 -1.767
H 5.396 -1.962 3.918
H -3.052 0.417 1.252
C -2.127 1.614 -1.830
H -3.198 -1.807 0.967
C -3.388 6.277 0.380
H -1.276 -3.558 1.982
H -0.198 5.030 0.738
H -0.424 -0.287 2.490
H 5.312 0.386 -0.988
C -2.733 2.709 0.291
H 5.334 -3.592 3.137
C -1.005 5.703 0.401
H -4.236 6.320 1.069
C -2.457 3.961 -0.266
H 5.275 -3.472 4.860
H -4.261 -3.168 0.916
C -2.307 2.902 -2.502
C -2.347 3.977 -1.687
H 6.306 -1.001 -1.375
H -1.953 3.917 2.556
H 1.941 -3.084 5.640
C 3.699 -2.057 1.543
C -1.170 2.534 -4.743
C 2.738 -2.404 5.250
C -0.153 -0.345 1.381
H -0.620 -3.218 0.327
H -3.939 2.308 -5.443
C 2.870 -2.282 2.602
C -1.501 -3.210 0.950
C -3.890 -4.036 0.410
H 3.400 -4.980 4.707
H -3.152 0.988 -4.565
H -4.468 1.960 -3.783
H 5.889 -0.738 0.351
H -4.173 -5.048 0.770
C -2.614 4.744 2.139
H -3.684 4.447 2.257
H -0.874 6.600 1.032
H 5.620 -3.327 -1.658
H -3.515 4.884 -3.933
C 3.335 -2.934 3.917
H -1.999 -6.249 -0.272
H 2.774 -1.559 -2.693
C 4.259 -1.654 -0.934
H 1.895 -4.611 3.741
H -2.824 7.189 0.571
Cd -0.237 -0.855 -1.797
O 0.346 -1.904 -3.572
C -2.518 0.252 0.313
H -0.719 5.984 -0.600
C 2.998 -4.423 3.810
H 4.759 -3.645 -0.120
O 1.524 -0.071 -0.703
H 0.694 -2.505 2.972
O -1.806 0.530 -2.516
C 3.268 -1.572 0.273
C -3.598 2.002 -4.462
H -0.767 -4.841 -0.716
C 4.661 -3.165 -1.127
H -3.210 4.441 -5.609
H 0.197 0.598 0.951
C 4.881 -2.961 3.926
C -2.448 2.975 -4.026
H 4.752 -2.248 1.625
C -2.122 -1.844 1.146
C 1.479 -2.033 2.316
H -2.195 -1.594 2.273
H -0.843 1.502 -4.560
H -0.335 3.196 -4.484
H -2.522 5.666 2.778
H -3.225 -0.382 -0.260
H -2.343 4.958 -2.153
N -1.419 -0.718 0.502
H 1.190 -2.643 -3.273

Computed properties:
total charge = -2
lowest unoccupied orbital energy (spin up / spin down) = 0.1467 / 0.1467 Ha
highest occupied orbital energy (spin up / spin down) = 1.848 / 1.848 eV
spin multiplicity = 1

***

The following is a DFT calculation (ωB97M-V with the def2-TZVPD basis set) of 2 unconnected molecules or ions with the total composition C6H17N3.

Cartesian coordinates (Å):
H -1.779 2.137 -1.287
H -0.290 1.427 -1.162
N 3.169 -0.147 -0.045
H 3.523 -0.387 -2.105
H -4.382 1.031 -0.068
H 3.210 -0.510 1.972
H 4.663 -1.028 1.318
H 4.919 -0.306 -0.959
C 3.874 -0.261 1.197
H -4.315 -1.596 -0.305
N 1.961 -0.176 -0.053
H 1.614 -0.502 0.933
H -1.131 -0.844 -0.974
H 4.218 0.984 -1.400
C -3.708 0.641 0.713
H -1.342 2.034 0.147
C -1.720 0.013 -0.632
H -4.267 0.045 1.379
C -3.369 -1.634 0.167
H 4.444 0.665 1.259
H -2.770 -2.113 -0.559
C 4.009 0.001 -1.187
C -1.247 1.383 -0.736
N -2.787 -0.268 0.073
H -3.164 1.492 1.193
H -3.332 -2.082 1.122

Computed properties:
total charge = +2
relative energy (zero: lowest compared OMol25 entry of this formula, charge and spin) = 67.9 kcal per mole
⟨S²⟩ = 2.006
lowest unoccupied orbital energy (spin up / spin down) = -0.2661 / -0.4505 Ha
highest occupied orbital energy (spin up / spin down) = -16.394 / -18.698 eV
spin multiplicity = 3

***

The following is a DFT calculation (ωB97M-V with the def2-TZVPD basis set) of 2 unconnected molecules or ions with the total composition C10H14IN2O2.

Cartesian coordinates (Å):
H 1.706 2.477 -0.017
H -0.082 4.779 -0.514
H -2.093 0.966 1.076
C -1.714 -0.853 -0.339
H 0.872 2.869 -1.538
H -1.758 -1.406 1.720
O 1.199 -1.317 -2.479
C 1.978 -0.545 -2.004
H -2.761 -0.947 -0.390
C 2.388 -2.299 -0.210
H 1.340 5.144 -1.277
I 3.887 0.265 0.408
H 0.133 -1.451 1.035
C -1.309 0.333 0.530
N -0.328 2.390 -0.031
H 2.508 -5.304 0.843
N 1.995 -3.413 0.164
C 2.622 -4.661 -0.055
H 3.791 -4.435 -0.215
H 1.568 5.084 0.365
H 0.819 0.632 0.090
H -1.037 -1.082 -1.152
C 2.597 -1.081 -0.642
H 2.246 -5.016 -1.009
C -1.028 -1.056 0.993
C 1.018 4.589 -0.397
C 0.883 3.037 -0.474
O 2.538 0.488 -2.348
C -0.212 1.155 0.200

Computed properties:
total charge = -1
lowest unoccupied orbital energy = 0.0996 Ha
highest occupied orbital energy = -4.968 eV
spin multiplicity = 1

***

The following is a DFT calculation (ωB97M-V with the def2-TZVPD basis set) of 2 unconnected molecules or ions with the total composition C12H21F2N5O7S2.

Cartesian coordinates (Å):
H 0.558 1.178 1.539
C -2.502 2.444 3.256
C -1.366 -2.757 4.224
C -1.565 -2.372 3.075
N -2.541 3.152 4.174
H 4.022 -2.719 1.042
C 0.263 0.970 0.454
H -0.960 -3.786 1.108
C -0.768 -2.362 -1.650
S 2.615 6.002 -0.569
H 1.571 -1.016 1.341
O 0.026 4.175 -1.194
C -1.320 -3.210 -2.905
H 0.323 -2.639 -1.548
N -0.986 0.135 0.373
H -3.026 -3.005 -4.353
C 2.265 -0.731 0.480
H 2.224 1.207 -0.626
C 1.479 0.375 -0.396
N -1.260 -1.766 1.794
C -1.334 -0.455 1.625
H -0.856 -1.263 -1.911
H -2.367 -1.428 -3.701
H 2.267 -3.313 1.127
N -1.763 0.425 2.693
C -0.817 -2.725 0.711
O -2.261 1.615 2.154
O 3.399 6.481 0.537
H 3.329 -3.828 -0.272
H 0.295 -2.574 0.583
H -2.581 0.014 3.187
C -2.645 -2.497 -3.416
C 3.092 -2.962 0.432
H -1.262 -3.237 5.230
O 3.252 6.099 -1.852
H -1.767 0.636 -0.062
H 1.040 -0.084 -1.336
F -1.232 6.148 -1.071
H -0.509 -3.171 -3.706
F 2.614 4.424 -0.294
S 0.205 5.577 -1.475
N 1.095 6.399 -0.471
H -1.456 -4.281 -2.571
O 0.255 5.946 -2.861
H 0.016 1.991 -0.020
O 2.664 -1.831 -0.343
H -3.438 -2.515 -2.613
H 3.170 -0.216 0.956
O -1.579 -2.629 -0.478

Computed properties:
total charge = 0
lowest unoccupied orbital energy = -0.1016 Ha
highest occupied orbital energy = -8.678 eV
spin multiplicity = 1